[1]
Formula: C10H27LiO5
Source: OMol25
Level of theory: ωB97M-V/def2-TZVPD

The geometry in XYZ format:
```
43
Properties=species:S:1:pos:R:3:lowdin_charge:R:1
Li 0.37 1.09 0.80 0.631
C 2.90 2.61 -2.30 -0.122
C 1.75 2.05 -1.49 -0.558
O 1.84 2.21 -0.11 -0.424
H 2.96 3.69 -2.13 0.059
H 2.71 2.42 -3.36 0.056
H 3.85 2.21 -1.95 0.062
H 1.72 0.97 -1.71 0.061
H 0.78 2.36 -1.91 0.074
C -0.28 -2.41 2.20 -0.046
C 0.52 -1.20 2.66 -0.490
C 1.54 -1.45 3.77 -0.045
O 1.21 -0.63 1.56 -0.089
H -0.67 -2.31 1.20 0.067
H -1.12 -2.64 2.86 0.082
H 0.29 -3.33 2.32 0.082
H -0.21 -0.55 3.15 0.131
H 1.17 -1.82 4.73 0.083
H 2.09 -0.52 3.93 0.087
H 2.24 -2.22 3.45 0.080
H 1.89 -1.24 1.28 0.112
C -0.97 -0.54 -3.35 -0.039
C -1.05 -1.78 -2.46 -0.480
C 0.30 -2.02 -1.74 -0.042
O -2.08 -1.62 -1.52 -0.053
H 0.00 -0.41 -3.83 0.086
H -1.20 0.33 -2.73 0.075
H -1.73 -0.56 -4.14 0.076
H -1.19 -2.70 -3.02 0.133
H 0.53 -1.19 -1.07 0.054
H 1.17 -2.13 -2.39 0.088
H 0.24 -2.88 -1.06 0.073
H -2.85 -1.40 -2.05 0.110
C -1.87 2.52 1.30 -0.202
C -2.47 1.20 0.80 -0.165
O -1.44 0.63 -0.06 -0.141
O -0.70 2.24 2.09 -0.118
H -2.53 3.12 1.92 0.122
H -1.51 3.19 0.51 0.131
H -3.35 1.35 0.19 0.127
H -2.61 0.47 1.60 0.125
H -1.86 -0.17 -0.41 0.041
H -0.40 3.07 2.47 0.106
```

---

[2]
Formula: C44H88Br12O24
Source: OMol25
Level of theory: ωB97M-V/def2-TZVPD

The geometry in XYZ format:
```
168
Properties=species:S:1:pos:R:3:lowdin_charge:R:1
C -0.62 0.27 4.12 -0.055
C -1.22 1.71 4.16 -0.206
O -0.20 2.64 4.22 0.039
C 0.01 3.51 3.22 -0.577
O -0.70 3.67 2.21 0.083
O 1.00 4.22 3.62 0.029
C 1.53 5.31 2.87 -0.002
H -1.28 -0.43 4.63 0.022
H 0.33 0.20 4.65 0.066
H -0.53 -0.02 3.07 0.046
H -1.63 1.76 5.17 0.120
H -1.98 1.88 3.40 0.112
H 1.63 5.08 1.81 0.074
H 2.51 5.54 3.28 0.094
H 0.84 6.15 2.93 0.101
C 4.58 0.14 1.81 -0.022
C 4.95 0.38 3.33 -0.161
O 3.78 0.21 4.14 0.035
C 3.69 0.59 5.37 -0.541
O 2.64 0.59 6.05 0.092
O 4.95 0.76 5.92 -0.042
C 5.10 0.78 7.33 -0.051
H 4.32 -0.90 1.61 0.072
H 5.32 0.62 1.16 0.022
H 3.67 0.69 1.54 0.063
H 5.31 1.40 3.47 0.109
H 5.74 -0.30 3.64 0.121
H 5.39 1.74 7.76 0.094
H 5.78 -0.03 7.61 0.093
H 4.17 0.52 7.83 0.086
C 1.70 2.62 -0.15 -0.077
C 0.58 2.18 -1.05 -0.276
O 0.45 0.76 -1.08 0.033
C -0.31 0.15 -0.16 -0.544
O -0.96 0.73 0.73 0.100
O -0.33 -1.11 -0.50 0.025
C -0.93 -2.01 0.41 -0.039
H 1.73 2.15 0.83 0.081
H 1.65 3.69 0.05 0.032
H 2.71 2.46 -0.53 0.016
H 0.77 2.57 -2.05 0.035
H -0.32 2.65 -0.66 0.092
H -0.63 -1.80 1.44 0.068
H -0.70 -3.06 0.23 0.086
H -2.01 -1.91 0.50 0.078
C 3.48 5.87 -0.80 -0.096
C 4.21 6.09 -2.12 -0.268
O 4.10 7.42 -2.52 0.023
C 4.79 7.80 -3.65 -0.459
O 5.47 7.09 -4.43 0.087
O 4.66 9.18 -3.68 -0.035
C 5.39 9.94 -4.66 -0.046
H 3.91 4.98 -0.35 -0.010
H 2.42 5.79 -1.04 -0.013
H 3.78 6.63 -0.07 0.079
H 3.71 5.44 -2.83 0.090
H 5.25 5.78 -2.01 0.110
H 4.93 10.93 -4.63 0.094
H 5.38 9.50 -5.66 0.091
H 6.45 9.97 -4.40 0.092
C 3.16 -3.10 4.20 -0.073
C 2.39 -4.16 3.57 -0.248
O 1.23 -4.51 4.31 0.033
C 0.03 -3.86 4.15 -0.523
O -0.17 -2.89 3.43 0.105
O -0.88 -4.43 4.93 -0.021
C -2.07 -3.78 5.37 -0.053
H 3.87 -2.55 3.58 0.076
H 3.58 -3.47 5.14 0.094
H 2.51 -2.26 4.45 0.080
H 3.08 -5.00 3.49 0.126
H 2.12 -3.90 2.54 0.125
H -2.30 -4.24 6.34 0.099
H -2.92 -3.90 4.70 0.054
H -1.86 -2.72 5.52 0.074
C -7.08 1.14 -3.29 -0.048
C -5.80 0.32 -2.91 -0.237
O -4.89 1.17 -2.28 0.019
C -5.05 1.41 -0.95 -0.523
O -5.80 0.84 -0.16 0.066
O -4.04 2.21 -0.60 -0.007
C -3.77 2.33 0.74 -0.072
H -7.87 0.45 -3.58 0.069
H -6.92 1.68 -4.23 0.071
H -7.58 1.79 -2.57 0.079
H -5.41 -0.16 -3.81 0.070
H -6.07 -0.60 -2.39 0.069
H -4.69 2.72 1.18 0.107
H -3.04 3.13 0.82 0.088
H -3.44 1.41 1.21 0.084
C -2.51 -6.56 2.44 -0.026
C -2.41 -5.59 1.20 -0.169
O -3.47 -5.92 0.33 0.055
C -3.77 -5.03 -0.58 -0.579
O -3.04 -4.11 -0.95 0.073
O -4.97 -5.34 -1.10 -0.015
C -5.48 -4.56 -2.20 -0.061
H -3.56 -6.57 2.75 0.074
H -2.03 -6.15 3.33 0.057
H -2.28 -7.61 2.27 0.079
H -1.45 -5.76 0.71 0.108
H -2.55 -4.58 1.58 0.115
H -5.14 -3.54 -2.01 0.041
H -6.56 -4.53 -2.12 0.079
H -5.13 -5.04 -3.12 0.097
C -3.50 -10.32 -2.33 -0.045
C -2.94 -9.01 -3.00 -0.234
O -2.10 -8.40 -2.14 0.008
C -1.24 -7.44 -2.56 -0.533
O -1.13 -6.99 -3.68 0.134
O -0.67 -6.92 -1.46 -0.017
C 0.16 -5.80 -1.50 -0.097
H -4.16 -10.40 -1.47 0.071
H -2.69 -10.98 -2.01 0.067
H -3.96 -10.93 -3.12 0.066
H -3.76 -8.34 -3.24 0.129
H -2.22 -9.22 -3.79 0.130
H 0.75 -5.73 -2.42 0.043
H 0.87 -5.91 -0.68 0.099
H -0.41 -4.88 -1.39 0.062
Br 5.83 4.59 1.90 0.577
C 7.35 3.81 0.81 -0.618
C 7.09 2.53 0.12 -0.618
Br 5.53 2.64 -1.12 0.688
H 8.20 3.72 1.48 0.068
H 7.46 4.60 0.07 0.049
H 6.96 1.67 0.77 0.041
H 7.93 2.29 -0.53 0.067
Br 3.18 0.14 -6.72 0.538
C 4.47 0.42 -5.20 -0.601
C 3.74 0.82 -3.86 -0.635
Br 2.98 2.63 -3.90 0.641
H 5.09 1.19 -5.66 0.034
H 5.08 -0.46 -5.00 0.059
H 4.43 0.69 -3.03 0.013
H 2.84 0.21 -3.82 0.034
Br -3.94 -1.32 3.55 0.713
C -4.58 -1.75 1.72 -0.656
C -6.02 -2.11 1.76 -0.661
Br -6.83 -2.14 -0.02 0.748
H -4.04 -2.61 1.32 0.035
H -4.36 -0.87 1.12 0.033
H -6.57 -1.39 2.36 0.057
H -6.04 -3.15 2.08 0.058
Br -0.09 5.39 -1.72 0.801
C -1.48 5.91 -0.45 -0.618
C -1.19 7.37 -0.13 -0.688
Br -2.50 8.11 1.18 0.574
H -1.58 5.26 0.42 0.041
H -2.37 5.75 -1.06 0.055
H -1.20 8.01 -1.01 0.050
H -0.17 7.59 0.18 0.046
Br 0.80 -3.33 -3.91 0.662
C -0.80 -2.36 -4.46 -0.710
C -2.05 -2.73 -3.59 -0.676
Br -3.46 -2.20 -4.75 0.745
H -0.97 -2.55 -5.51 0.030
H -0.52 -1.31 -4.39 -0.018
H -2.05 -2.22 -2.63 0.055
H -2.07 -3.80 -3.40 0.041
Br -2.76 3.88 -5.00 0.496
C -1.63 2.78 -3.65 -0.594
C -1.71 1.32 -4.10 -0.627
Br -0.84 1.07 -5.89 0.586
H -2.02 2.98 -2.65 0.043
H -0.61 3.13 -3.82 0.007
H -2.75 0.98 -4.19 0.031
H -1.15 0.74 -3.37 0.047
```

---

[3]
Formula: C12H9N3S4SbTi
Source: OMol25
Level of theory: ωB97M-V/def2-TZVPD

The geometry in XYZ format:
```
30
Properties=species:S:1:pos:R:3:lowdin_charge:R:1
Ti -2.65 -0.05 1.19 -0.060
S -3.68 2.00 0.75 -0.033
Sb -4.86 0.86 2.52 0.610
S -4.58 -1.17 1.18 0.030
S -2.63 0.29 3.39 0.028
N 0.99 -0.11 -1.15 0.156
C 1.37 1.24 -1.44 -0.234
C 2.70 1.58 -1.55 -0.008
C 3.05 2.90 -1.78 -0.057
C 2.06 3.87 -1.87 -0.058
C 0.72 3.53 -1.73 -0.069
C 0.38 2.20 -1.54 -0.446
S -1.30 1.67 -1.49 0.989
N -1.15 0.38 -0.36 -0.349
C -0.11 -0.40 -0.44 -0.329
C -0.15 -1.65 0.36 -0.170
C 0.79 -2.65 0.32 0.027
C 0.61 -3.78 1.11 -0.004
C -0.51 -3.86 1.92 -0.001
C -1.41 -2.81 1.91 -0.093
N -1.24 -1.74 1.14 -0.013
H 1.75 -0.77 -1.13 0.136
H 3.47 0.82 -1.45 0.120
H 4.09 3.17 -1.89 0.115
H 2.33 4.91 -2.05 0.116
H -0.05 4.28 -1.78 0.118
H 1.67 -2.59 -0.32 0.121
H 1.33 -4.58 1.09 0.129
H -0.68 -4.72 2.55 0.126
H -2.30 -2.82 2.53 0.103
```

Summary:
charge: +1
ΔE to the lowest compared entry with this formula, charge and spin: 0.0 kcal per mole

---

no.,electronic energy (a.u.),orbital gap (eV)
1,-780.92630,6.3
2,-34423.22350,9.5
3,-3309.37711,6.7